[1]
A 3-piece molecular cluster, C19H53N8O2P2S overall at a distorted geometry, computed with ωB97M-V/def2-TZVPD.

The geometry in XYZ format:
```
85
Properties=species:S:1:pos:R:3:forces:R:3
S 1.98399 -2.30100 -1.22080 0.284 0.388 0.081
C 0.81786 -1.47877 -2.44129 -1.543 -0.554 -1.994
C 1.35360 -1.43813 -3.98998 -0.952 -0.068 -0.292
C 2.28653 -0.15306 -4.37594 -0.512 -0.073 0.305
C 3.88099 -0.29782 -4.04614 -0.314 3.289 0.373
C 4.28110 0.41330 -2.60499 -0.806 1.263 -0.139
N 5.76919 0.54495 -2.36961 -0.085 -0.401 -1.218
C 6.59025 -0.36629 -3.25489 0.759 0.267 -1.573
C 5.89656 -1.80636 -3.60853 1.553 -0.427 2.656
N 4.45265 -1.68930 -4.13651 1.073 -0.626 -1.372
H 2.89436 -3.16348 -1.85427 -1.329 0.883 -0.212
H -0.17365 -2.14244 -2.44736 2.222 1.435 0.031
H 0.46617 -0.39773 -2.12456 1.231 -2.142 -0.177
H 0.38052 -1.36446 -4.67716 2.164 -0.139 1.500
H 1.82891 -2.48978 -4.24324 -0.829 2.090 0.380
H 2.14613 0.10723 -5.51348 0.353 -0.654 2.226
H 1.85460 0.77371 -3.75942 1.134 -1.963 -1.331
H 4.44426 0.34930 -4.87718 -1.067 -1.641 1.819
H 3.85139 1.52370 -2.67277 0.682 -2.529 0.078
H 3.76711 -0.07287 -1.67309 0.865 0.561 -1.987
H 6.09771 1.55056 -2.48305 -0.644 -2.003 0.026
H 7.64257 -0.57781 -2.76848 -2.211 0.267 -0.954
H 6.79648 0.17039 -4.29539 -0.222 -1.175 1.945
H 5.82174 -2.40161 -2.57604 0.040 1.301 -2.253
H 6.54183 -2.48685 -4.31504 -1.335 1.678 1.216
H 3.92262 -2.43332 -3.63248 -0.085 0.994 -0.566
H 4.52073 -1.94175 -5.16697 -0.553 0.177 1.578
O 0.50514 2.65292 -1.46070 -2.685 1.718 -2.741
P -0.07247 3.67660 -0.45290 4.361 -3.116 5.000
N 1.47312 4.35128 -0.18461 1.573 1.083 -0.883
C 2.07939 4.80279 1.05282 -0.573 0.387 0.386
C 1.97231 5.17315 -1.29131 -0.057 -0.495 -0.394
N -0.41619 2.44763 0.69446 -1.058 -1.110 1.180
C 0.65383 1.79156 1.43859 0.243 0.320 0.095
C -1.31946 1.41164 0.17655 -0.380 0.338 0.017
N -0.73653 4.85348 0.70572 -1.032 0.551 -2.124
C -1.00329 6.19311 0.20943 -0.016 0.156 -0.304
C -1.07453 4.67007 2.10325 -1.085 -0.668 0.366
H 1.69615 5.77821 1.37685 0.068 0.110 0.123
H 3.16494 4.90587 0.93748 -0.187 -0.029 -0.333
H 1.95336 4.10056 1.87286 -0.234 -0.031 -0.096
H 1.62573 6.20796 -1.20248 0.158 0.167 0.025
H 1.62795 4.79308 -2.26023 -0.056 -0.056 0.257
H 3.06432 5.16877 -1.32790 0.032 0.052 0.147
H 1.50202 1.53228 0.79911 0.183 -0.043 -0.022
H 0.30966 0.87344 1.92918 -0.291 0.168 -0.310
H 0.99523 2.42267 2.25943 0.165 0.053 -0.063
H -0.79879 0.69036 -0.46282 0.001 0.000 -0.079
H -2.12503 1.86412 -0.41277 0.100 -0.033 -0.036
H -1.79789 0.86565 0.99756 0.200 0.099 0.018
H -0.28318 6.91039 0.61057 0.002 0.106 0.144
H -2.01425 6.52699 0.47168 0.129 -0.015 -0.045
H -0.93524 6.22648 -0.88331 0.053 -0.009 0.140
H -0.18715 4.48380 2.71287 0.049 -0.182 -0.168
H -1.78619 3.85097 2.24669 0.289 0.089 0.063
H -1.55832 5.55757 2.52916 0.112 0.112 -0.441
O -2.46894 -1.08360 2.71747 2.509 -0.796 3.407
P -3.01489 -2.47898 3.10743 -4.689 1.019 -5.511
N -2.62035 -3.11162 1.57116 1.574 -0.553 -1.384
C -3.36830 -4.02751 0.73190 -0.255 -0.502 0.528
C -1.18604 -3.32904 1.35916 0.065 0.647 0.140
N -4.63216 -1.90609 3.14132 -1.874 0.357 0.740
C -5.34352 -1.58556 1.90831 0.198 -0.320 -0.290
C -4.83312 -0.80235 4.08936 0.238 -0.191 0.294
N -3.64254 -4.08318 3.55575 1.856 0.356 1.574
C -2.67279 -5.07842 3.98137 0.301 0.008 0.075
C -5.01243 -4.55645 3.57536 -0.807 0.389 0.915
H -3.29907 -5.06613 1.07799 -0.047 -0.169 -0.079
H -2.99128 -4.00567 -0.29753 0.235 0.167 0.238
H -4.42060 -3.76877 0.64708 0.016 0.053 0.242
H -0.87790 -4.31472 1.72292 0.091 -0.183 -0.146
H -0.58444 -2.58055 1.88801 -0.259 -0.049 -0.027
H -0.92388 -3.24545 0.30174 -0.081 -0.092 -0.073
H -4.72147 -1.02148 1.20797 -0.005 0.058 -0.144
H -6.25121 -1.00062 2.09811 0.301 -0.021 0.318
H -5.70545 -2.49347 1.42525 0.105 -0.025 -0.139
H -4.48583 0.15618 3.68843 0.066 -0.024 0.048
H -4.29063 -0.99370 5.02215 0.000 0.055 -0.097
H -5.89188 -0.70438 4.35484 0.077 -0.154 -0.156
H -2.55055 -5.85592 3.22339 -0.063 -0.167 -0.031
H -2.96794 -5.55199 4.92525 0.061 0.036 -0.110
H -1.69221 -4.62130 4.15266 -0.112 -0.048 -0.081
H -5.43707 -4.60759 2.56995 0.060 0.226 -0.021
H -5.65212 -3.92805 4.20296 0.049 -0.096 -0.286
H -5.09229 -5.56725 3.99369 0.454 0.096 -0.012
```
Forces are in eV/Å.

Total charge: +1
Energy above the lowest of the compared OMol25 structures with the same formula, charge and spin: 252.2 kcal per mole
Kohn-Sham gap: 6.399 eV
Calculated total energy: -2424.54585 hartree



[2]
C19H54N3O17SZn as an isolated structure at a distorted geometry, computed with ωB97M-V/def2-TZVPD.

The geometry in XYZ format:
```
95
Properties=species:S:1:pos:R:3:forces:R:3
C -0.76745 3.90472 4.61579 -0.657 -0.795 -0.401
N -1.96607 2.94993 5.08827 1.202 1.094 2.040
C -1.28202 1.61870 5.65756 -1.237 0.801 -2.980
C -2.57759 3.54855 6.33749 0.775 0.753 -0.025
C -2.99595 2.80500 3.91823 0.711 -1.283 -0.567
C -4.42586 2.19486 4.05244 0.424 1.590 1.500
O -5.20618 3.06260 4.89615 0.297 -0.943 0.369
H -0.17160 3.41500 3.84556 -0.628 -0.291 -0.343
H 0.00820 4.12268 5.34993 -0.747 -0.302 0.864
H -1.14697 4.85248 4.23394 -0.328 -0.266 0.085
H -0.49628 1.70395 6.40820 -0.550 0.853 0.156
H -0.79990 1.31478 4.72842 -0.039 -0.944 0.254
H -2.14269 1.01240 5.93992 0.484 -0.274 0.081
H -2.93400 4.56671 6.18119 -0.335 -0.245 -0.371
H -1.72190 3.66471 7.00261 -0.249 -0.190 0.311
H -3.34690 2.90874 6.76980 0.110 0.075 -0.299
H -2.46296 2.11172 3.26754 0.117 0.426 -0.581
H -3.10869 3.79865 3.48458 0.415 -0.048 0.050
H -4.36084 1.18033 4.44561 -0.394 0.148 0.320
H -4.96224 2.16432 3.10404 0.822 -0.212 -0.456
H -5.42004 3.85909 4.40476 -0.141 0.023 -0.142
Zn 1.42355 -3.27854 1.07607 0.255 0.764 -1.238
S 0.17800 -0.17266 -0.39313 -3.533 4.132 1.360
O 1.35666 -0.93958 -0.67080 5.310 -3.302 -0.547
O 0.38478 1.18440 0.10529 0.415 -0.847 -0.072
O -0.59832 -0.19939 -1.58797 -1.114 0.200 -2.079
O -0.35543 -1.07024 0.60598 -1.211 -1.145 2.172
C -0.49747 5.96719 -0.56019 0.827 1.327 -1.106
C 0.68393 5.91854 -1.54888 -0.273 -0.563 0.300
O 1.62946 4.97806 -1.12733 1.251 -0.400 0.541
O -1.20486 4.77220 -0.58600 -1.154 -0.676 -0.049
H -1.13228 6.76818 -0.93901 -0.502 -0.190 0.038
H -0.24748 6.26418 0.45835 0.555 -0.101 0.092
H 1.25085 6.83317 -1.72250 -0.324 0.257 0.482
H 0.32542 5.60986 -2.53086 -0.513 0.101 -0.123
H 1.24955 4.11691 -0.93841 -0.141 -0.049 -0.253
H -0.68042 3.99674 -0.37335 0.287 0.090 0.133
C -0.98132 -5.97248 -4.03248 -0.609 0.824 0.742
C -0.18498 -6.15712 -2.68776 -1.060 0.183 -1.734
O -0.32361 -4.95073 -1.92314 1.156 -0.484 0.501
O -0.29875 -5.27752 -5.05545 0.737 -0.727 -0.277
H -1.84421 -5.32764 -3.86599 -0.421 -0.064 0.896
H -1.48800 -6.86217 -4.40641 0.829 -0.416 -0.218
H 0.84112 -6.41497 -2.94993 0.349 0.924 0.066
H -0.47273 -7.06120 -2.15115 -0.792 0.212 0.318
H -1.13401 -4.48526 -2.14267 -0.186 -0.279 -0.165
H -0.40536 -4.33076 -4.93764 0.087 0.018 0.090
C 5.31856 1.12674 2.45016 1.377 -1.140 0.983
C 5.12669 1.64005 3.89024 0.543 0.297 -0.816
O 3.94351 1.21898 4.50789 -1.660 0.077 -0.150
O 5.67564 -0.27360 2.59766 -0.523 0.071 -0.434
H 6.22158 1.54651 2.00693 -0.144 0.357 0.110
H 4.51534 1.20706 1.71771 -0.376 0.407 0.394
H 5.18531 2.72825 3.86845 -0.189 0.035 0.384
H 5.86708 1.19799 4.55695 0.982 0.469 -0.650
H 3.72093 0.36018 4.14111 -0.189 -0.058 0.210
H 4.89367 -0.67659 2.98201 0.130 -0.514 -0.058
C -4.79212 -2.33455 -0.36568 -0.645 -0.812 0.628
C -4.82325 -3.02619 0.98314 0.453 -0.394 0.614
O -3.93347 -2.39082 1.86328 0.570 0.334 1.240
O -3.66186 -2.69957 -1.15151 0.017 -0.056 0.261
H -4.68199 -1.26531 -0.18483 -0.859 0.071 0.035
H -5.72639 -2.65835 -0.82434 -0.014 0.548 -0.707
H -4.68981 -4.10780 0.96289 0.946 -0.274 -0.783
H -5.74657 -3.08718 1.55922 -0.641 1.134 -0.573
H -3.03276 -2.33796 1.53538 -0.029 -0.260 -0.455
H -3.23105 -1.86028 -1.32932 0.407 -0.203 -0.313
C 3.50788 -0.95729 -4.84198 -0.879 0.725 0.278
C 2.17690 -0.73246 -5.58523 -0.038 -0.041 0.425
O 1.03691 -1.38269 -4.98468 0.626 -0.827 -0.363
O 3.63207 -0.13941 -3.66425 0.000 -0.668 -0.384
H 4.37813 -0.75614 -5.46671 -0.194 0.304 -0.129
H 3.53405 -2.02618 -4.63004 0.065 -0.133 0.345
H 2.39253 -1.16953 -6.56021 -0.754 -0.155 -0.172
H 1.83189 0.29423 -5.70756 0.891 0.323 -0.136
H 0.71965 -0.91413 -4.20918 0.205 0.333 0.012
H 3.09775 -0.56902 -2.99229 -0.043 0.086 0.252
O 4.23010 -4.92481 -0.02013 -0.188 0.327 0.496
C 5.39790 -5.25549 -0.23153 -3.613 -2.840 -1.177
N 6.40311 -4.47288 -0.17098 3.253 2.382 0.684
C 5.74060 -6.65341 -0.74003 -0.846 0.254 0.038
H 7.32350 -4.88162 -0.24791 -0.052 0.438 -0.029
H 6.29649 -3.53629 0.19168 0.119 -0.071 -0.052
H 6.04706 -7.24938 0.11962 0.632 -0.102 -0.310
H 6.42774 -6.53385 -1.57768 0.470 -0.471 0.402
H 4.86028 -7.15489 -1.14211 -0.126 0.305 0.131
O -3.46010 2.39131 -6.47788 0.842 0.610 1.628
C -3.24328 2.40162 -5.25698 -1.648 -1.290 -2.208
N -2.06797 2.70593 -4.67579 0.007 0.081 0.152
C -4.35470 1.92883 -4.33795 -0.149 -0.262 0.173
H -1.95584 2.40297 -3.71885 0.428 0.263 -0.263
H -1.28391 2.86130 -5.29322 0.011 -0.048 0.298
H -3.96250 1.53352 -3.40093 -0.164 0.402 0.298
H -4.92769 1.11180 -4.77642 0.399 -0.020 -0.426
H -5.11377 2.70131 -4.21476 0.312 0.246 0.381
```
Forces are in eV/Å.

Total charge: +1
Energy above the lowest of the compared OMol25 structures with the same formula, charge and spin: 258.5 kcal per mole
Kohn-Sham gap: 3.035 eV
Calculated total energy: -4376.55035 hartree